No. 1
48
Properties=species:S:1:pos:R:3 method="wB97M-V/def2-TZVPD" total_energy_ha=-1774.485814 e_homo_ev=-8.892 e_lumo_ev=-0.3 molar_mass_da=317.423 spin_multiplicity=1 relative_energy_kcal_mol=4.6 total_charge=0 gap_ev=8.57
S 0.63953 -0.19771 -1.54025
S 2.30537 0.75206 -2.47245
O -3.35889 -2.49208 3.02464
O -3.31078 -0.16026 0.63480
O 3.35916 0.86908 2.71643
O -0.63024 5.00762 -0.00434
O -1.60999 -2.76491 -0.91680
O -2.86163 -0.20573 -2.26922
O -1.48314 -2.04482 -3.45849
O -0.25784 -5.04144 -0.01489
O -3.15049 2.48869 -1.24076
O 0.82650 -0.23652 2.91450
N 0.92349 2.50474 1.41431
C 0.57764 0.47172 0.15631
C 0.24184 1.98436 0.20948
C 3.90854 -0.80252 -0.74454
C 3.59970 0.65741 -1.20395
H -2.70591 -3.04623 2.57586
H -0.99222 -1.49454 -4.10704
H -1.60936 -3.72947 -0.82274
H 4.89610 -0.88189 -0.28094
H 0.87092 3.51499 1.36736
H 4.52569 1.02417 -1.66325
H 3.76595 -1.41698 -1.63880
H 0.62331 0.71880 2.95725
H 1.52698 0.25658 0.64148
H -1.22087 -2.37543 -0.14119
H -0.82254 1.92968 0.48088
H -3.41816 1.60651 -1.52491
H -3.43488 -1.66093 2.54134
H 0.23121 -4.19297 -0.06771
H 3.59592 0.31223 1.94820
H -1.32253 4.57142 -0.52902
H -3.68937 2.68065 -0.48059
H 2.45583 0.50794 2.84276
H 0.35901 2.51008 -0.72813
H 3.39996 1.18787 -0.27728
H -2.04812 0.31562 -2.35128
H -2.58130 -1.06587 -2.68614
H 1.91508 2.27913 1.39051
H -0.22025 -0.13753 0.59470
H -0.10665 -5.02833 0.94175
H -2.84496 0.67063 0.73280
H -3.63843 -0.04877 -0.26934
H -0.08597 4.36277 0.43055
H 3.11182 -1.04614 -0.04020
H -0.91706 -2.48821 -2.83420
H 0.66206 -0.62548 3.79255

No. 2
48
Properties=species:S:1:pos:R:3 method="wB97M-V/def2-TZVPD" total_energy_ha=-1128.671621 e_homo_ev=-9.646 e_lumo_ev=0.3 molar_mass_da=285.287 spin_multiplicity=1 relative_energy_kcal_mol=3.3 total_charge=0 gap_ev=9.96
O -0.44463 -2.92179 -1.86115
O -2.14623 -1.10561 -2.98901
O -3.84785 -2.00426 -1.18280
O -1.37959 1.46654 -3.33976
O 0.37393 -5.33501 -0.62976
O 3.88600 2.14974 0.95383
O 0.84241 2.96746 -2.87573
O 1.00168 1.51139 4.58153
O 2.38281 1.50283 -1.22183
O 2.51375 0.57727 2.60819
O -2.24328 -3.64553 0.12255
O -1.30542 0.58057 3.39759
N -0.47674 1.01173 0.86372
C -1.01306 2.27525 0.36273
C 1.55457 -0.07136 1.76614
C 1.43949 0.56235 -0.71432
C 0.99222 0.92133 0.72483
H -2.09928 2.23644 0.38116
H 0.13972 1.12742 4.28056
H 0.58778 0.54292 -1.40089
H -1.33149 -0.38438 3.31349
H 0.88009 2.47168 4.61175
H -2.83220 -2.96138 -0.29459
H 2.97773 1.80633 -0.49537
H 1.47054 2.47321 -2.29322
H -1.09791 -3.25715 -1.21466
H 2.09179 -0.89211 1.29743
H 1.36566 1.91327 0.95642
H -3.27651 -1.61173 -1.89446
H -0.72682 2.50408 -0.66615
H 1.84947 -0.44629 -0.78908
H -1.79884 -0.20816 -3.13629
H -0.57793 2.00933 -3.17157
H 4.79790 1.82754 1.01173
H -0.62566 3.08032 0.98807
H -1.41059 -1.71227 -2.75735
H -0.30942 -4.88383 -0.11426
H -0.89552 0.23737 0.36326
H 0.74333 -0.46344 2.37593
H 1.12391 -5.41239 -0.04839
H -4.18010 -1.23169 -0.72179
H -1.06273 0.86619 2.50096
H 0.85362 3.85570 -2.50328
H -2.75773 -4.44560 0.15312
H 2.06696 0.89952 3.41474
H 3.41094 1.61518 1.64223
H 0.09455 -3.67946 -2.10061
H -1.60131 1.68045 -4.25563

No. 3
50
Properties=species:S:1:pos:R:3 method="wB97M-V/def2-TZVPD" total_energy_ha=-1224.876246 e_homo_ev=-8.707 e_lumo_ev=-0.1 molar_mass_da=304.286 spin_multiplicity=1 relative_energy_kcal_mol=81.9 total_charge=0 gap_ev=8.60
O 0.31048 -4.32515 0.92194
O -2.91209 0.86670 -1.61656
O -0.69532 3.05402 -3.13910
O 2.81704 -0.92164 0.91448
O 2.65012 -1.68226 -3.67771
O 2.15919 0.46861 3.28991
O -0.08658 -1.53773 -4.34505
O -0.77968 2.41979 -0.46186
O -0.09492 0.63775 1.64140
O -2.30730 -2.59926 -1.49501
O -2.38145 0.20680 3.11469
O 1.90412 -3.63185 -1.43665
O 0.05008 -1.32085 -0.13973
O 0.27576 -2.54393 2.93130
C 0.69381 4.27721 -0.51333
C -1.53206 2.85199 2.06242
C -0.17844 3.48686 0.11629
C -0.61614 3.65529 1.51927
H -2.90386 -0.51204 2.75484
H -1.83755 0.56962 2.39320
H 0.26431 -1.96662 2.15098
H -0.82606 2.20976 -1.40982
H 0.27101 1.08478 0.87595
H 1.63641 -4.53989 -1.31525
H 1.01987 4.16736 -1.53602
H 1.54220 0.78046 3.96637
H 3.51895 -1.30492 1.45891
H 2.95379 -1.50176 0.14741
H 0.71889 -0.71569 0.19149
H 1.23662 -4.40310 0.68229
H 0.54635 -2.00393 3.67543
H -3.35906 1.27987 -2.35591
H -0.04621 4.30804 2.16784
H 1.35980 -2.86848 -1.22269
H -2.35315 -1.64353 -1.36694
H -0.28622 3.87259 -2.85409
H 1.15561 5.09919 0.01670
H -0.73197 2.98086 -4.09307
H -1.67165 -2.87893 -0.82026
H -0.56906 -2.04189 -3.67170
H 2.31802 -0.42634 3.61620
H 0.51364 0.51787 2.38403
H 2.83090 -2.25749 -2.92726
H -3.24988 1.18458 -0.77888
H -0.60587 -0.72745 -4.37608
H -1.61900 2.87252 3.14257
H -2.36163 2.37295 1.56759
H 0.31234 -4.12136 1.86849
H 1.72176 -1.91815 -3.85800
H -0.77590 -0.83126 -0.16102

No. 4
51
Properties=species:S:1:pos:R:3 method="wB97M-V/def2-TZVPD" total_energy_ha=-1184.407813 e_homo_ev=-13.198 e_lumo_ev=-2.3 molar_mass_da=301.310 spin_multiplicity=1 relative_energy_kcal_mol=38.0 total_charge=+1 gap_ev=10.86
O 1.68415 -3.14025 0.81701
O -2.21127 -3.49365 1.50269
O -1.00253 -0.73838 -2.85345
O -3.82723 -0.30012 -1.20554
O 2.22399 -0.29531 -3.10727
O 0.27657 -0.87584 2.40436
O -0.05755 2.81984 -0.37218
O 3.64918 1.39795 -1.57603
O 1.31199 -2.65120 -1.76718
O -1.34313 -1.84542 -0.27815
O 2.69243 2.68747 0.39280
O 0.31539 2.15932 -2.86771
N 1.73850 0.88169 2.40404
N -1.41569 0.84075 0.81799
C -2.82916 1.42248 0.70581
C -1.62546 0.74002 3.27745
C 0.52743 0.31497 2.33050
C -0.73071 1.21500 2.09536
H -2.14526 -2.13511 0.21185
H -3.48396 -0.65214 -2.02737
H -1.23088 0.83575 4.30384
H -1.44151 -0.94588 -2.01809
H -2.75825 2.43126 1.08295
H -3.30193 0.71569 1.39806
H -0.23027 1.33972 -2.75376
H 0.18144 2.70863 -1.31253
H -1.41357 -3.96992 1.75013
H -0.79923 -2.62587 -0.42195
H 1.41496 -3.59090 -1.91953
H -2.95154 -4.00175 1.84424
H 3.01173 2.25706 -0.46924
H 0.50067 3.51841 -0.01220
H 0.96063 1.86404 -3.53036
H 4.32207 1.76227 -2.15547
H -1.32844 -0.17327 0.65644
H -2.64037 1.20900 3.16437
H -0.43764 2.27887 2.29676
H 2.26257 -0.63639 -4.01116
H 1.77447 1.92059 2.24157
H -4.38358 0.47427 -1.26236
H -0.10198 -0.98958 -2.58032
H 2.02059 -1.10725 -2.56795
H -1.82151 -0.33017 3.19272
H 3.50896 3.00567 0.79731
H 3.06582 0.76753 -2.04719
H 1.41317 -2.29847 1.20300
H 1.66098 -2.44164 -0.88855
H 2.53346 0.29342 2.26874
H -3.25300 1.29730 -0.32412
H 2.38284 -3.45205 1.40699
H -0.88502 1.37595 0.07683

No. 5
54
Properties=species:S:1:pos:R:3 method="wB97M-V/def2-TZVPD" total_energy_ha=-1335.638067 e_homo_ev=-9.389 e_lumo_ev=-0.1 molar_mass_da=334.316 spin_multiplicity=1 relative_energy_kcal_mol=90.1 total_charge=0 gap_ev=9.26
O -3.41261 2.93462 -0.54230
O 3.80864 0.34377 0.34661
O 4.12411 1.50110 2.79137
O -0.45636 1.80732 3.42260
O -0.96842 -1.64124 1.93629
O 0.14990 -1.66713 4.88680
O -2.21684 0.04131 4.21920
O -1.13332 3.13261 -2.31075
O 0.86087 -1.95340 -0.14899
O -4.17200 -2.24948 1.37908
O 0.23750 1.12645 -0.19475
O 1.74719 0.37786 1.94638
O 2.88608 -1.59823 -1.04080
O 2.94280 1.18996 -3.36366
N 0.34196 -0.83606 -2.85740
N -2.11468 0.02368 -1.64587
C 1.04388 -2.06130 -2.48333
C -0.93901 -1.06062 -3.60833
C 1.69882 -1.85812 -1.16156
C -2.04867 -1.12593 -2.54258
H -3.67246 -2.77836 2.01167
H 0.48942 0.20671 -0.26842
H 0.07608 1.91063 4.22369
H 0.03567 1.53377 -1.03494
H 4.52481 -0.29654 0.26899
H 2.25877 -0.04815 2.65073
H -3.47005 -1.87167 0.82757
H -3.18366 3.64683 -1.16243
H -2.58347 0.84111 -2.02441
H 0.14314 1.36984 2.80098
H -0.92957 -2.06675 -4.09206
H -0.33067 3.54620 -2.65136
H -0.70311 -1.20525 4.87407
H -2.53035 2.53373 -0.51879
H 3.04993 0.45105 -2.75516
H 0.94467 -0.34799 -3.54773
H -1.14949 -0.28949 -4.37507
H 0.24649 -2.84577 -2.25664
H 4.11159 1.63612 1.82566
H 0.95735 -1.63942 0.78083
H 3.04575 -0.23663 0.18209
H 2.38853 1.01645 1.62981
H -1.79380 3.15832 -3.00838
H -1.51612 0.70982 4.02244
H -3.04757 -1.44021 -2.86265
H -3.07930 0.37819 3.97193
H 3.24517 2.03096 -3.02508
H -1.15217 -1.12827 1.13109
H 0.02903 -2.42146 4.29545
H -1.87322 -1.85647 -1.71524
H -1.12309 0.27167 -1.49499
H 1.59053 -2.65580 -3.24907
H -1.08349 -0.90384 2.56385
H 3.70483 2.36353 2.95360

No. 6
54
Properties=species:S:1:pos:R:3 method="wB97M-V/def2-TZVPD" total_energy_ha=-1335.321974 e_homo_ev="-13.391 / -13.391" e_lumo_ev="-4.2 / -9.5" molar_mass_da=334.316 spin_multiplicity=2 relative_energy_kcal_mol=0.0 total_charge=+1 gap_ev="9.21 / 3.93"
O 0.70936 -0.18228 3.80896
O 0.15869 -3.21875 -3.31869
O -2.74409 2.19507 1.18456
O -3.25125 0.58234 3.53989
O 2.29530 -0.59069 -3.60159
O 0.99447 3.25956 1.24528
O 0.71223 -2.50668 2.51617
O -1.87660 -2.58609 1.73633
O -1.71880 -0.27403 -2.08617
O 3.40030 2.68698 2.58622
O -0.17068 -0.07782 -4.42275
O -3.09700 2.12788 -1.53172
O 1.72268 3.37367 -2.70675
O 3.30432 -0.24667 -0.09019
N 0.95295 -2.12380 0.01614
N -2.21809 -1.72167 -0.50509
C -0.43086 -0.07067 -0.05025
C -1.47541 -0.67578 -0.92703
C 0.92843 -0.70715 -0.36507
C 2.00690 0.04138 0.37940
H 3.43665 -0.07308 -1.02419
H -0.55703 0.99901 -0.14854
H 0.10148 2.80983 1.36178
H 1.20238 3.59543 2.05998
H 1.87428 1.12439 0.43583
H -2.16727 -2.07477 0.51338
H -2.35791 -2.24565 2.47617
H -0.66108 -0.15532 1.00861
H -0.11716 -2.54234 -2.70955
H 0.88871 3.03672 -3.09104
H 1.80674 -2.60173 -0.22474
H 0.19267 -2.64726 -0.44977
H -2.48627 1.54899 -2.05065
H 0.94656 -2.40588 1.48030
H 1.59590 3.67846 -1.80992
H 3.02253 0.05909 -3.63105
H 0.70825 -3.41652 2.82550
H -4.02402 1.76790 -1.46529
H 1.11000 -3.03331 -3.34540
H 1.45698 -0.17943 -3.88133
H 2.08880 -0.23563 1.42932
H -3.65357 1.47751 3.73579
H 3.41900 1.75261 2.28199
H -3.09913 2.25374 0.26839
H -2.53486 0.55072 4.18339
H -0.87922 -2.52419 1.94287
H 1.11239 -0.58949 -1.44620
H -3.28510 1.51278 1.66037
H -0.53954 -0.65250 -5.13721
H 1.29818 0.11083 4.51461
H 0.95981 -1.11336 3.64420
H -2.96163 -2.10892 -1.08535
H -0.88508 -0.07286 -3.77802
H 2.78469 3.10946 2.04811

No. 7
51
Properties=species:S:1:pos:R:3 method="wB97M-V/def2-TZVPD" total_energy_ha=-1130.210639 e_homo_ev=-13.630 e_lumo_ev=-2.4 molar_mass_da=288.311 spin_multiplicity=1 relative_energy_kcal_mol=69.5 total_charge=+1 gap_ev=11.20
O 0.61956 -1.63080 -4.44812
O -0.09429 2.53740 3.17890
O -0.82612 -0.08056 3.58481
O -1.50979 -1.27049 -0.20236
O 2.26754 1.33520 3.28821
O 2.07255 -3.30861 2.14637
O -1.92775 -0.78891 -3.84591
O -2.96460 1.13987 0.59874
O -2.15473 1.33582 -1.95943
O -1.92953 -3.70011 1.25566
O 0.18209 3.18256 0.40780
O -3.63331 -1.56237 -1.89637
N 0.64871 0.62963 -0.92107
C 3.06128 0.74805 -1.33126
C 2.78890 1.03903 0.14565
C 1.36678 0.51599 0.45215
C 1.69106 0.50988 -1.97478
H 3.80188 -0.03026 -1.45099
H -0.02798 -0.10879 -1.11009
H -3.12502 0.26116 0.88573
H 0.87874 1.09777 1.20939
H -1.72130 -0.55821 -4.75176
H -1.75023 -0.01571 -3.27959
H 3.38484 0.30532 0.68190
H 0.43824 1.74952 3.03295
H -3.10413 -1.10522 -2.55844
H 0.15905 1.50967 -0.83494
H -2.35183 -1.08586 -0.66614
H 2.76543 2.11018 0.31874
H 1.02589 -2.50527 -4.40787
H 0.74797 3.80349 -0.06037
H 3.04653 1.84370 3.51976
H 1.41092 -0.55870 0.61340
H -3.67235 -2.49114 -2.13575
H 1.52422 1.37962 -2.61241
H -1.55493 0.54655 3.57745
H 1.69788 -0.36699 -2.61211
H 0.15681 3.49203 1.32804
H -1.65008 -4.58805 1.47918
H -3.00806 0.93813 -1.77633
H -2.59906 1.57722 1.36954
H -1.55380 -2.22872 -0.07949
H 1.48965 -3.41704 2.88986
H 2.50931 0.42894 3.49681
H -2.35187 -3.23718 1.98068
H -1.91457 1.80635 -1.15793
H 3.55251 1.50348 -1.95135
H 2.47611 -4.16348 2.07696
H -0.33033 0.17874 4.36101
H -0.10963 -1.75063 -3.81852
H 0.10087 3.04780 3.96375

No. 8
54
Properties=species:S:1:pos:R:3 method="wB97M-V/def2-TZVPD" total_energy_ha=-1260.743210 e_homo_ev=-11.530 e_lumo_ev=-2.3 molar_mass_da=319.325 spin_multiplicity=1 relative_energy_kcal_mol=101.8 total_charge=+1 gap_ev=9.25
O 3.27764 -1.79473 -0.71072
O -0.01251 -2.48952 -0.70051
O -2.28238 -0.98293 1.84173
O 2.76480 1.04585 -2.19870
O -0.26605 -1.00362 -3.51608
O 1.68037 -2.77886 -2.77259
O -3.05130 -0.85808 -1.03923
O -1.87546 1.78128 3.21281
O 1.02271 -1.57157 1.53461
O 0.06789 3.58041 1.85772
O -2.61238 0.31612 -3.34179
O 0.29091 -1.77048 4.11089
O -2.06046 2.26762 0.47840
N 0.36722 1.18126 2.42703
N 0.06439 0.49224 -0.22841
C -1.92534 1.71233 -0.59257
C 1.48946 0.76362 0.14970
C -0.47114 1.54877 -1.11442
C 1.61069 1.21606 1.64568
H -2.36386 -1.23770 -0.48776
H 1.23520 -2.13022 -3.34541
H 1.92253 1.53819 -0.44007
H -0.14024 -0.36517 -0.73157
H 0.47400 -1.55747 3.18596
H -3.82695 -0.58402 -0.55256
H -0.26752 4.09053 1.10930
H 4.16092 -1.41018 -0.73751
H 0.08811 1.92482 3.07028
H -2.15850 0.90150 3.50902
H 1.74340 -3.53079 -3.39920
H 3.03563 -2.18935 -1.55515
H -3.51771 0.44775 -3.62927
H 0.22122 0.37480 3.04535
H -1.38620 -1.23567 2.08085
H 0.81386 -2.10342 -1.01829
H -2.69099 2.29353 3.21109
H -0.32756 -0.71299 -4.43127
H -0.01389 4.22188 2.57066
H 2.01841 -0.18064 -0.04233
H 1.85823 -1.98100 1.24388
H -1.18087 -0.86192 -3.23483
H -0.44149 1.51651 1.79263
H -0.60840 1.25761 -2.18752
H 0.33185 -1.98509 1.00538
H 2.40942 1.11510 -3.09226
H 2.19209 2.12000 1.71904
H 0.08593 2.45613 -1.32881
H -2.64495 -0.05160 -2.41133
H -0.06857 -3.10373 -1.45332
H 3.34359 0.28791 -2.05273
H -2.83577 -1.73852 2.06595
H 2.33962 0.49077 1.98141
H 0.91872 -2.23695 4.65585
H -2.79829 1.50364 -1.15898

No. 9
53
Properties=species:S:1:pos:R:3 method="wB97M-V/def2-TZVPD" total_energy_ha=-1165.011708 e_homo_ev="-4.784 / -13.206" e_lumo_ev="-2.1 / -2.3" molar_mass_da=301.334 spin_multiplicity=2 relative_energy_kcal_mol=0.0 total_charge=+1 gap_ev="2.70 / 10.95"
O -3.14417 2.07641 2.19466
O 0.22135 3.20523 3.10705
O -1.54029 -1.77344 -2.64091
O -3.41046 -1.71949 -0.66441
O 0.20595 -4.08515 -1.58669
O -0.32261 0.79066 -1.47943
O 1.59873 3.68853 -0.77106
O 0.44961 1.23416 1.23320
O -3.00054 1.00454 -0.35063
O -0.84319 -3.48419 2.87152
O -0.77547 3.40516 -2.42278
N 1.58657 -2.41167 0.40817
N -0.53960 -1.42626 0.55214
N 2.27477 1.03108 -0.76811
C 3.17155 -0.11852 -1.12389
C 3.53491 -0.96197 0.05905
C 2.39180 -1.34903 0.99707
C 0.26671 -2.43162 0.52805
H -0.39289 -4.83338 -1.55690
H 1.78975 -0.48286 1.19808
H -1.53930 -1.58099 0.53645
H -2.59894 2.01710 2.98238
H -1.74324 3.37013 -2.46546
H 4.24626 -1.77175 -0.12385
H 2.78472 1.91844 -0.73868
H -2.87398 1.42897 0.50055
H 2.75806 -0.65003 -1.97562
H -2.13138 -1.89189 -1.87761
H 0.39349 1.60115 2.13824
H 4.10393 0.31381 -1.47578
H 2.80846 -1.66862 1.94784
H 4.24310 -0.43624 0.72396
H 1.86071 0.98198 0.17645
H -2.13604 -1.89197 -3.38947
H -4.26212 -1.88855 -0.24512
H 1.63984 4.46892 -0.21002
H -3.38201 -0.73418 -0.66071
H 0.79854 3.76254 -1.31370
H 2.05461 -3.16039 -0.07450
H -4.07486 2.25402 2.35919
H -1.39451 -3.05545 3.52422
H -1.14521 0.29796 -1.56828
H -0.78875 -4.42541 3.04776
H -0.35522 -0.41190 0.44810
H -0.12282 -3.41813 0.44693
H 1.56477 1.13193 -1.48337
H -3.54384 1.52026 -0.94041
H -0.37763 1.60737 -2.00070
H 0.06917 1.91406 0.68367
H 0.04608 -3.71823 -2.46662
H -0.66555 3.48190 3.36695
H 0.74570 3.77678 3.67969
H -0.50451 3.49820 -3.33667